Record 1
This record from the OMol25 dataset describes the molecule C6H13N in a non-equilibrium geometry. The level of theory is ωB97M-V/def2-TZVPD.

XYZ file:
```
20
Properties=species:S:1:pos:R:3
C -2.065 1.708 0.338
C -0.966 0.886 0.905
N -0.546 -0.232 0.059
C 0.375 -1.097 0.840
C 1.310 -1.838 -0.161
C 1.644 -0.547 -1.080
C 0.211 0.151 -1.171
H -2.972 1.128 0.079
H -2.475 2.432 1.027
H -1.578 2.236 -0.535
H -1.243 0.499 1.852
H -0.087 1.571 1.081
H 1.017 -0.592 1.712
H -0.313 -1.702 1.494
H 2.283 -2.198 0.139
H 0.802 -2.654 -0.678
H 2.514 -0.035 -0.541
H 1.989 -0.703 -2.105
H 0.284 1.293 -1.213
H -0.184 -0.306 -2.042
```

Properties
Electronic energy: -291.1144 Ha
Relative energy (zero: lowest compared OMol25 entry of this formula, charge and spin): 116.4 kJ/mol
Gap between HOMO and LUMO: 9.621 eV

---

Record 2
This record from the OMol25 dataset describes a structure of composition C2H3N3O2 in a non-equilibrium geometry. The level of theory is ωB97M-V/def2-TZVPD.

XYZ file:
```
10
Properties=species:S:1:pos:R:3
C 0.065 0.114 0.188
C -0.349 -0.685 -1.643
H -0.455 2.099 2.641
H 1.765 -1.090 0.479
H -0.932 -0.797 -2.491
N 0.210 0.799 1.268
N 0.676 -1.115 0.016
N 0.428 -1.611 -1.267
O -0.690 1.946 1.640
O -0.718 0.341 -0.832
```

Properties
Electronic energy: -392.6102 Ha
Relative energy (zero: lowest compared OMol25 entry of this formula, charge and spin): 481.3 kJ/mol
Gap between HOMO and LUMO: 9.270 eV

---

Record 3
This record from the OMol25 dataset describes a structure of composition C17H7Cl5CuF6NO5 in a non-equilibrium geometry. The level of theory is ωB97M-V/def2-TZVPD.

XYZ file:
```
42
Properties=species:S:1:pos:R:3
Cu 0.932 -1.220 0.962
O 0.723 0.888 -3.488
C 0.641 0.106 -2.417
O 0.234 0.598 -1.260
C 1.391 -1.122 -2.348
C 1.916 -1.607 -3.554
C 2.524 -2.878 -3.607
C 2.518 -3.595 -2.411
C 1.972 -2.981 -1.248
N 1.429 -1.810 -1.168
C 1.953 -3.758 0.093
O 2.289 -4.935 -0.011
O 1.520 -3.140 1.090
H 0.553 1.765 -3.219
H 1.821 -1.069 -4.507
H 2.997 -3.126 -4.582
H 2.968 -4.572 -2.272
Cl 0.324 3.318 -1.122
C -1.127 2.429 -0.937
C -1.049 1.075 -1.084
C -2.181 0.218 -1.076
Cl -1.972 -1.439 -1.497
C -3.407 0.864 -0.851
Cl -4.884 -0.008 -0.704
C -3.435 2.248 -0.617
Cl -4.964 3.027 -0.195
C -2.320 3.060 -0.693
Cl -2.380 4.758 -0.375
C 0.641 -0.155 3.785
C 0.097 0.776 2.641
O 0.542 0.475 1.404
C 0.542 2.276 2.996
F -0.073 2.796 4.077
F 0.299 3.105 2.017
F 1.876 2.388 3.260
C -1.433 0.643 2.687
F -1.780 -0.391 1.936
F -2.124 1.711 2.208
F -1.861 0.404 3.980
H 1.646 -0.342 3.452
H 0.023 -1.048 3.813
H 0.621 0.268 4.846
```

Properties
Electronic energy: -5623.7280 Ha
Expectation value of S²: 0.780
Charge: -1
Spin multiplicity: 2
Relative energy (zero: lowest compared OMol25 entry of this formula, charge and spin): 160.0 kJ/mol
Gap between HOMO and LUMO (spin up / spin down): 6.374 / 6.681 eV

---

Record 4
This record from the OMol25 dataset describes the molecule CH3NOSi in a non-equilibrium geometry. The level of theory is ωB97M-V/def2-TZVPD.

XYZ file:
```
7
Properties=species:S:1:pos:R:3
C 1.706 0.188 0.007
N 2.827 -0.135 -0.204
O 0.542 0.490 0.407
Si -0.961 -0.109 -0.028
H -1.447 0.359 1.342
H -1.555 0.718 -1.199
H -1.112 -1.510 -0.325
```

Properties
Electronic energy: -459.1351 Ha
Expectation value of S²: 2.005
Spin multiplicity: 3
Relative energy (zero: lowest compared OMol25 entry of this formula, charge and spin): 258.5 kJ/mol
Gap between HOMO and LUMO (spin up / spin down): 5.713 / 7.766 eV

---

Copy entry 1 word for word.
This record from the OMol25 dataset describes the molecule C6H13N in a non-equilibrium geometry. The level of theory is ωB97M-V/def2-TZVPD.

XYZ file:
```
20
Properties=species:S:1:pos:R:3
C -2.065 1.708 0.338
C -0.966 0.886 0.905
N -0.546 -0.232 0.059
C 0.375 -1.097 0.840
C 1.310 -1.838 -0.161
C 1.644 -0.547 -1.080
C 0.211 0.151 -1.171
H -2.972 1.128 0.079
H -2.475 2.432 1.027
H -1.578 2.236 -0.535
H -1.243 0.499 1.852
H -0.087 1.571 1.081
H 1.017 -0.592 1.712
H -0.313 -1.702 1.494
H 2.283 -2.198 0.139
H 0.802 -2.654 -0.678
H 2.514 -0.035 -0.541
H 1.989 -0.703 -2.105
H 0.284 1.293 -1.213
H -0.184 -0.306 -2.042
```

Properties
Electronic energy: -291.1144 Ha
Relative energy (zero: lowest compared OMol25 entry of this formula, charge and spin): 116.4 kJ/mol
Gap between HOMO and LUMO: 9.621 eV

---

Question: What is the formula in the third record?
Answer: C17H7Cl5CuF6NO5

---

Question: What is the relative energy (zero: lowest compared OMol25 entry of this formula, charge and spin) in the first record?
Answer: 116.4 kJ/mol